Record 1
Computed, not measured: a structure of composition C37H39ClN5O3PbSb, with ωB97M-V with the def2-TZVPD basis set.

Calculated values
Frontier orbital gap (eV): 7.483
Multiplicity: 1
Relative energy (zero: lowest compared OMol25 entry of this formula, charge and spin) (kJ/mol): 0.0
LUMO energy (hartree): -0.0017
HOMO (eV): -7.530

XYZ file:
```
87
Properties=species:S:1:pos:R:3:forces:R:3:mulliken_charge:R:1
Pb -0.04549 -0.12533 0.49418 -0.2 -0.4 0.1 0.86
C 2.75061 -2.51054 -0.08923 -0.2 -0.1 0.0 -1.24
C 3.29482 -1.20420 -0.56617 0.1 0.2 0.0 0.88
C 4.53402 -1.17268 -1.20982 0.0 0.0 0.0 -0.88
C 5.07682 0.03136 -1.59679 0.0 0.0 0.0 -0.55
C 4.37303 1.19497 -1.31701 0.0 0.0 0.0 -0.74
C 3.13151 1.10091 -0.70489 -0.1 0.1 0.0 -0.01
N 2.59386 -0.07763 -0.35296 0.3 -0.2 0.0 0.47
Sb 2.26963 3.06486 -0.33170 -0.1 -0.2 0.0 1.00
C 0.36030 2.99294 -1.36634 0.1 -0.1 0.1 -0.06
C 0.20273 4.02572 -2.28102 0.0 0.0 0.0 -0.76
C -0.98239 4.11019 -2.99676 0.0 0.0 0.0 -0.60
C -1.96925 3.17832 -2.75391 0.0 0.0 -0.1 -0.77
C -1.75395 2.16773 -1.81712 0.2 0.1 0.0 0.57
C -2.81977 1.16048 -1.53127 0.1 -0.1 0.1 -0.77
N -0.59014 2.07768 -1.14960 -0.3 0.2 -0.2 0.54
C 1.66550 2.89877 1.74575 0.1 0.1 -0.2 0.00
C 2.25790 3.83593 2.58608 -0.1 -0.1 0.0 -0.80
C 1.92510 3.82273 3.93247 0.0 0.0 0.0 -0.47
C 1.01635 2.88345 4.38298 0.0 0.0 0.0 -0.80
C 0.46023 1.97649 3.48196 0.0 0.1 0.1 0.64
C -0.52810 0.94112 3.93073 0.1 0.0 -0.1 -1.00
N 0.79055 1.99509 2.18528 0.0 0.1 0.2 0.30
H 3.56324 -3.17180 0.21109 0.0 0.0 0.0 0.53
H 2.05767 -2.38913 0.74276 0.0 0.0 0.0 0.11
H 2.19060 -3.01058 -0.88098 0.0 0.0 0.0 0.12
H 5.05920 -2.10163 -1.38918 0.0 0.0 0.0 0.47
H 6.04021 0.07170 -2.08984 0.0 0.0 0.0 0.41
H 4.78209 2.16478 -1.56876 0.0 0.0 0.0 0.39
H 0.99403 4.74974 -2.42688 0.0 0.0 0.0 0.42
H -1.13339 4.89740 -3.72481 0.0 0.0 0.0 0.41
H -2.91207 3.22083 -3.28279 0.0 0.0 0.0 0.43
H -3.73567 1.40747 -2.06474 0.0 0.0 0.0 0.56
H -2.48699 0.16553 -1.84456 0.1 0.1 0.0 -0.23
H -3.02769 1.11280 -0.46095 0.0 0.0 0.0 0.09
H 2.96239 4.55677 2.19102 0.0 0.0 0.0 0.40
H 2.36626 4.53583 4.61862 0.0 0.0 0.0 0.40
H 0.72843 2.84561 5.42568 0.0 0.0 0.0 0.42
H -0.76165 1.05710 4.98657 0.0 0.0 0.0 0.42
H -1.44506 1.02071 3.34550 0.0 0.0 0.0 0.15
H -0.12270 -0.05817 3.75703 0.0 0.0 0.0 0.08
Cl -3.63738 -5.67141 4.50500 0.0 0.0 0.0 -0.25
C -2.56244 -4.48884 3.81204 0.0 0.0 0.0 0.08
C -1.17060 -4.69538 3.87309 -0.1 0.0 0.0 -0.62
C -0.31675 -3.78267 3.32808 0.1 0.1 -0.1 -0.72
C -0.77474 -2.59946 2.66766 -0.1 -0.2 0.0 0.29
O 0.09027 -1.78738 2.18805 0.0 0.3 -0.1 -0.58
C -2.19487 -2.40749 2.63230 0.2 0.0 0.1 1.53
C -2.84416 -1.25747 2.08771 -0.2 0.0 -0.1 -0.43
O -2.37463 -0.31565 1.43780 0.2 -0.1 0.0 -0.46
C -3.05493 -3.37083 3.21674 0.0 0.0 -0.1 -1.11
H -0.79034 -5.58315 4.36300 0.0 0.0 0.0 0.41
H 0.75538 -3.93045 3.36228 0.0 0.0 0.0 0.44
H -3.92895 -1.22093 2.29198 0.0 0.0 0.0 0.26
H -4.12650 -3.21199 3.16810 0.0 0.0 0.0 0.37
C 0.06074 -0.37306 -4.67500 0.0 -0.1 0.0 -1.49
C 0.46244 -1.85140 -4.58389 0.0 0.1 0.2 0.46
C 1.61182 -2.03501 -3.58476 0.0 0.0 -0.1 -0.88
C -0.70418 -2.79045 -4.29846 0.0 -0.1 0.1 0.65
C -0.98532 -3.76848 -5.24708 -0.1 0.0 0.0 -1.21
C -2.01020 -4.67998 -5.06110 0.0 0.0 0.0 -1.31
C -2.76684 -4.62792 -3.90303 0.0 0.0 0.0 -0.59
C -2.51294 -3.68219 -2.91562 0.0 0.1 0.0 0.43
C -3.38534 -3.59673 -1.67745 0.0 0.0 0.0 1.73
C -4.17829 -4.87052 -1.38508 0.1 0.0 0.0 -2.12
C -4.34089 -2.39917 -1.77749 0.1 0.0 0.0 -0.79
C -1.46826 -2.76455 -3.11670 0.4 -0.3 -0.4 -0.33
N -1.21879 -1.70592 -2.20162 -0.4 0.5 0.1 0.16
H 0.90053 0.22350 -5.04271 0.0 0.0 0.0 0.46
H -0.22639 -0.00154 -3.69354 -0.1 0.1 0.0 0.14
H -0.78348 -0.23800 -5.35492 0.0 0.0 0.0 0.38
H 0.84249 -2.14084 -5.56663 0.0 0.0 0.0 0.67
H 1.30276 -1.73192 -2.58499 0.0 0.0 0.0 -0.34
H 2.46952 -1.41926 -3.87286 0.0 0.0 0.0 0.44
H 1.93202 -3.07834 -3.54558 0.0 0.0 0.0 0.46
H -0.38419 -3.81620 -6.14876 0.0 0.0 0.0 0.37
H -2.22078 -5.42724 -5.81694 0.0 0.0 0.0 0.38
H -3.57318 -5.33734 -3.76833 0.0 0.0 0.0 0.35
H -2.72308 -3.44256 -0.82685 0.1 0.1 0.1 -0.21
H -5.00882 -5.00609 -2.08327 0.0 0.0 0.0 0.38
H -4.59706 -4.80879 -0.37898 -0.1 0.0 0.0 0.45
H -3.53752 -5.75325 -1.42419 0.0 0.0 0.0 0.47
H -5.00918 -2.52311 -2.63433 0.0 0.0 0.0 0.32
H -3.79423 -1.46385 -1.90401 -0.1 -0.1 0.0 -0.11
H -4.95315 -2.32232 -0.87490 0.0 0.0 0.0 0.39
O -0.33362 -3.09617 -0.72438 -0.1 -0.1 0.0 -0.65
N -0.71099 -1.94995 -1.07166 0.2 -0.2 0.1 0.32
```
Positions in Å, forces in eV/Å.

***

Record 2
Computed, not measured: a structure of composition C66H57FGeIrN2O2P3S, with ωB97M-V with the def2-TZVPD basis set.

Calculated values
Frontier orbital gap (eV): 7.842
Multiplicity: 1
Relative energy (zero: lowest compared OMol25 entry of this formula, charge and spin) (kJ/mol): 0.0
Net charge: +2
LUMO energy (hartree): -0.1841
HOMO (eV): -12.853

XYZ file:
```
134
Properties=species:S:1:pos:R:3:forces:R:3:mulliken_charge:R:1
Ir 0.21673 -0.12771 -0.21771 0.0 0.2 -0.9 0.70
F -1.03788 -0.71163 5.24146 0.0 0.0 0.0 -0.57
Ge -0.55519 -0.48194 3.55866 0.1 0.0 0.2 1.04
C 0.86881 -1.80762 3.49092 -0.1 -0.1 -0.2 0.38
C 0.85995 -2.67911 4.58190 0.0 0.0 0.0 -0.67
C 1.89016 -3.58259 4.79017 0.0 0.0 0.0 -1.01
C 2.96531 -3.60561 3.92004 0.0 0.0 0.0 -0.96
C 2.98851 -2.74862 2.83168 -0.1 -0.1 -0.1 -0.51
C 1.93898 -1.86072 2.58914 0.0 -0.1 -0.1 -0.46
P 2.08680 -0.79244 1.10374 0.1 -0.2 0.1 2.82
C 3.34739 -1.70609 0.12456 0.1 0.1 0.0 1.01
C 4.69811 -1.34380 0.17505 -0.1 0.0 0.0 -0.30
C 5.66719 -2.11718 -0.44563 0.0 0.0 0.0 -1.11
C 5.31444 -3.28322 -1.10817 0.1 0.0 0.0 -0.81
C 3.98624 -3.67423 -1.13597 -0.1 0.0 0.0 -1.25
C 3.01705 -2.89212 -0.52606 0.0 0.0 0.0 -0.14
C 3.05193 0.61853 1.75953 0.0 0.1 0.0 1.48
C 3.10978 0.81791 3.13731 0.1 0.0 0.0 -1.03
C 3.85224 1.85952 3.67597 0.0 0.0 0.0 -0.54
C 4.58179 2.69649 2.84880 0.0 0.0 0.0 -1.18
C 4.57460 2.47968 1.47706 0.0 0.0 0.0 -0.40
C 3.81584 1.45525 0.93733 -0.1 0.1 0.0 -1.07
C -2.32679 -0.55946 2.76477 0.0 -0.1 0.0 -0.40
C -3.28504 -0.07740 3.65731 0.0 0.0 0.0 -0.25
C -4.63687 -0.14238 3.36271 0.0 0.0 0.0 -1.10
C -5.04495 -0.74283 2.18583 0.0 0.0 0.0 -1.18
C -4.10240 -1.21573 1.28668 0.0 0.0 -0.1 0.27
C -2.73773 -1.08567 1.53773 0.1 -0.1 0.1 -0.39
P -1.45672 -1.69412 0.37666 -0.3 0.2 0.0 3.00
C -1.15317 -3.36094 1.08021 -0.1 0.0 0.1 1.14
C 0.07157 -4.00444 1.15440 0.1 0.1 0.0 0.35
C 0.17477 -5.29151 1.66673 0.0 0.0 0.0 -0.28
C -0.95749 -5.95773 2.10008 0.0 0.0 0.0 -0.95
C -2.19674 -5.33472 2.00913 0.0 0.0 0.0 -0.81
C -2.29626 -4.05094 1.50494 0.1 0.0 0.0 -1.06
C -2.38549 -2.15898 -1.13266 0.0 0.1 0.0 1.02
C -2.12449 -3.38696 -1.73800 0.0 0.0 0.0 -0.99
C -2.85000 -3.79537 -2.84779 0.0 0.0 0.0 -0.79
C -3.86252 -2.99233 -3.35417 0.0 0.0 0.0 -0.94
C -4.12013 -1.76037 -2.77138 0.0 0.0 0.0 -0.71
C -3.37358 -1.33863 -1.68046 0.0 0.0 0.0 -0.88
C 0.12699 1.33019 3.67233 -0.1 0.0 -0.1 -0.27
C 0.53619 1.72914 4.94465 0.0 0.0 0.0 0.25
C 0.96718 3.02460 5.18091 0.0 0.0 0.0 -0.97
C 0.97298 3.94266 4.14280 0.0 0.0 0.0 -1.13
C 0.56035 3.56178 2.87578 0.0 0.0 0.0 0.02
C 0.14238 2.25119 2.62507 0.2 0.1 -0.1 -0.14
P -0.48968 1.83169 0.95674 0.0 0.0 0.3 1.53
C -2.28445 2.16949 1.11942 0.0 0.1 0.2 0.69
C -3.21461 1.86170 0.13040 0.0 0.0 0.0 0.91
C -4.52669 2.29669 0.23317 0.0 0.0 0.0 -0.76
C -4.93305 3.05353 1.32208 0.0 0.0 0.0 -1.12
C -4.01727 3.36343 2.31446 0.0 0.0 0.0 -0.72
C -2.70484 2.92652 2.21587 0.0 0.0 0.0 -0.17
C 0.05845 3.25816 -0.03488 -0.2 0.1 0.0 0.14
C 1.40251 3.62495 -0.03988 0.0 0.0 -0.1 -0.20
C 1.82565 4.73631 -0.74594 0.0 0.0 0.0 -0.82
C 0.90619 5.50077 -1.45677 0.0 0.0 0.0 -1.25
C -0.43560 5.15812 -1.43590 0.0 0.0 0.0 -0.56
C -0.86260 4.04745 -0.71823 0.1 0.0 -0.1 -0.84
H 0.04192 -2.63992 5.28678 0.0 0.0 0.0 0.57
H 1.85697 -4.24968 5.64137 0.0 0.0 0.0 0.44
H 3.78844 -4.28940 4.08027 0.0 0.0 0.0 0.46
H 3.83486 -2.79483 2.16251 0.0 0.0 0.0 0.54
H 5.01392 -0.47858 0.73611 0.0 0.0 0.0 0.51
H 6.70527 -1.81801 -0.38733 0.0 0.0 0.0 0.51
H 6.07358 -3.89215 -1.58096 0.0 0.0 0.0 0.45
H 3.69660 -4.59118 -1.63263 0.0 0.0 0.0 0.52
H 1.99600 -3.23467 -0.55591 0.0 0.0 -0.1 0.06
H 2.59535 0.14681 3.80701 0.0 0.0 0.0 0.44
H 3.87396 1.99713 4.74868 0.0 0.0 0.0 0.50
H 5.17381 3.49827 3.27009 0.0 0.0 0.0 0.45
H 5.16933 3.10644 0.82479 0.0 0.0 0.0 0.52
H 3.82791 1.30075 -0.12843 0.0 0.0 0.0 0.40
H -2.97514 0.33639 4.60796 0.0 0.0 0.0 0.57
H -5.36296 0.24469 4.06526 0.0 0.0 0.0 0.48
H -6.09815 -0.84989 1.96119 0.0 0.0 0.0 0.44
H -4.45713 -1.70289 0.39184 0.0 0.0 0.0 0.74
H 0.97041 -3.51532 0.82832 0.0 0.1 0.1 -0.66
H 1.14660 -5.76342 1.72617 0.0 0.0 0.0 0.54
H -0.88121 -6.95771 2.50592 0.0 0.0 0.0 0.42
H -3.09022 -5.85057 2.33430 0.0 0.0 0.0 0.48
H -3.27234 -3.59083 1.44735 0.0 0.0 0.0 0.41
H -1.36919 -4.04504 -1.32765 0.0 0.0 0.0 0.48
H -2.64287 -4.75739 -3.29815 0.0 0.0 0.0 0.50
H -4.45591 -3.33177 -4.19358 0.0 0.0 0.0 0.50
H -4.91326 -1.13079 -3.15502 0.0 0.0 0.0 0.52
H -3.59383 -0.38075 -1.23727 0.0 0.0 0.1 -0.11
H 0.50373 1.01914 5.76222 0.0 0.0 0.0 0.51
H 1.28381 3.31925 6.17308 0.0 0.0 0.0 0.45
H 1.28506 4.96400 4.31709 0.0 0.0 0.0 0.49
H 0.54639 4.30487 2.09261 0.0 0.0 0.1 0.54
H -2.89244 1.31633 -0.73829 0.0 0.0 -0.1 -0.63
H -5.23496 2.05044 -0.54883 0.0 0.0 0.0 0.52
H -5.95542 3.39992 1.39545 0.0 0.0 0.0 0.42
H -4.31954 3.95018 3.17180 0.0 0.0 0.0 0.46
H -2.01541 3.18551 3.00612 0.0 0.0 0.0 0.36
H 2.11543 3.06127 0.53889 0.1 0.0 0.0 0.44
H 2.87112 5.01924 -0.72783 0.0 0.0 0.0 0.58
H 1.23450 6.37371 -2.00566 0.0 0.0 0.0 0.45
H -1.15931 5.76033 -1.96918 0.0 0.0 0.0 0.45
H -1.91498 3.79701 -0.70842 0.1 0.1 0.0 0.47
C 3.20909 1.42359 -2.84724 0.0 0.0 0.0 -2.27
C 1.83428 1.39455 -2.25252 -0.1 0.3 0.2 0.16
O 1.76632 0.98407 -1.06986 0.1 -0.3 -0.2 0.76
C 0.69897 1.91091 -2.97023 0.1 -0.2 0.0 1.15
C 0.93692 2.75825 -4.07722 0.0 0.0 -0.1 -0.73
C -0.08433 3.37941 -4.74504 0.1 0.0 0.0 -1.48
C -1.40032 3.14690 -4.32573 -0.1 -0.1 0.1 -1.00
C -1.66856 2.31638 -3.26608 -0.1 0.0 -0.1 -0.80
C -0.63424 1.67288 -2.55630 -0.1 -0.3 0.1 0.82
O -1.01415 0.83329 -1.61609 -0.2 -0.2 0.0 0.02
H 3.79975 0.63186 -2.38927 0.0 0.0 0.0 0.12
H 3.68636 2.38510 -2.63478 0.0 0.0 0.0 0.44
H 3.18243 1.28805 -3.92530 0.0 0.0 0.0 0.67
H 1.95735 2.94807 -4.38119 0.0 0.0 0.0 0.51
H 0.12042 4.04155 -5.57412 0.0 0.0 0.0 0.47
H -2.22059 3.63258 -4.84016 0.0 0.0 0.0 0.52
H -2.68806 2.14242 -2.94243 0.0 0.0 0.0 0.30
S 0.86159 -1.61809 -2.25726 0.2 -0.2 0.7 -0.17
C 0.04320 -1.39108 -3.76694 0.1 0.3 -0.1 0.17
N 0.77645 -1.69167 -4.84107 0.0 -0.1 0.0 -0.07
C 0.29583 -1.54984 -6.21555 0.0 0.0 0.0 -0.84
C -0.74248 -0.44310 -6.25467 0.0 0.0 0.0 -0.46
C -1.81746 -0.75136 -5.22946 0.0 0.0 0.0 -0.83
N -1.19221 -0.96908 -3.92528 0.1 0.1 0.2 1.42
H 1.69995 -2.05424 -4.66544 0.0 0.0 0.0 0.26
H -0.13055 -2.49470 -6.56080 0.0 0.0 0.0 0.31
H 1.15000 -1.31494 -6.84755 0.0 0.0 0.0 0.47
H -1.17700 -0.37061 -7.24986 0.0 0.0 0.0 0.44
H -0.27349 0.51490 -6.01482 0.0 0.0 0.0 0.07
H -2.38157 -1.64108 -5.51418 0.0 0.0 0.0 0.44
H -2.51783 0.07559 -5.12614 0.0 0.0 0.0 0.35
H -1.68153 -0.70804 -3.08005 -0.1 0.0 -0.1 -1.44
```
Positions in Å, forces in eV/Å.

***

Record 3
Computed, not measured: a structure of composition C2H3OTl, with ωB97M-V with the def2-TZVPD basis set.

Calculated values
Frontier orbital gap (alpha / beta) (eV): 9.399 / 9.702
Multiplicity: 2
Relative energy (zero: lowest compared OMol25 entry of this formula, charge and spin) (kJ/mol): 66.5
<S²>: 0.76
Net charge: +1
LUMO energy (alpha / beta) (hartree): -0.1697 / -0.1957
HOMO (alpha / beta) (eV): -14.017 / -15.027

XYZ file:
```
7
Properties=species:S:1:pos:R:3:forces:R:3:nbo_charge:R:1
O -0.90597 0.43486 -0.24170 -1.6 0.9 -1.0 -0.81
Tl -0.19881 -0.88690 1.40337 0.7 -1.3 1.6 0.96
H -1.66424 1.00896 -0.39111 -0.4 0.1 -0.1 0.54
C 0.14848 0.76993 -1.04240 2.8 0.5 -1.7 -0.09
C 1.20519 1.42686 -0.62393 -0.2 -0.4 0.5 -0.06
H 2.22215 1.65226 -0.92928 -0.4 0.1 -0.1 0.23
H 0.27640 0.36753 -2.07714 -1.0 0.0 0.7 0.24
```
Positions in Å, forces in eV/Å.

***

Record 4
Computed, not measured: a cluster of 2 separate species, C9H20BFO7PS in total, with ωB97M-V with the def2-TZVPD basis set.

Calculated values
Frontier orbital gap (eV): 6.445
Multiplicity: 1
Net charge: -1
LUMO energy (hartree): 0.0896
HOMO (eV): -4.006

XYZ file:
```
40
Properties=species:S:1:pos:R:3:forces:R:3:nbo_charge:R:1
C -1.38037 -0.75339 -3.37349 -0.4 -1.0 0.4 -0.71
C -0.39787 -1.81737 -2.94768 -1.2 0.8 -0.3 0.81
O 0.73757 -1.75721 -3.26963 2.2 -0.2 -0.4 -0.59
O -0.93715 -2.77012 -2.20031 -0.3 0.0 0.8 -0.54
C -0.09273 -3.29313 -1.12553 -0.7 -0.3 -0.2 -0.11
C -0.10664 -2.47679 0.15921 2.4 -0.4 1.1 0.19
C -1.38818 -2.51734 0.98822 -0.8 0.1 -1.1 -0.48
C -2.69621 -2.60972 0.23171 -0.2 0.7 1.1 0.06
F -2.88132 -3.83747 -0.35447 0.0 -0.5 -0.5 -0.37
O 0.77835 -3.26569 0.95777 -0.1 -0.5 0.6 -0.73
B 2.14104 -2.67024 0.91884 -0.1 0.0 -1.5 0.44
O 1.82394 -1.21403 0.93814 0.0 -0.1 1.0 -0.73
C 0.70697 -1.10859 0.12066 -1.3 0.3 0.5 -0.24
P -0.03032 0.49092 0.76123 2.1 1.9 -0.8 1.30
O -1.41080 0.86764 -0.13763 -0.4 -1.2 0.7 -1.01
O -0.45353 0.29076 2.37557 -1.0 -0.7 -0.6 -0.99
H -2.20962 -1.24051 -3.88028 -0.1 0.1 -0.2 0.22
H -0.88327 -0.02847 -3.99187 0.1 0.3 -0.2 0.23
H -1.79179 -0.32426 -2.46825 0.0 0.4 0.1 0.23
H -0.51161 -4.25112 -0.86070 -0.3 -0.3 -0.2 0.20
H 0.91559 -3.47135 -1.46317 0.3 0.4 -0.1 0.24
H -1.31421 -3.41088 1.59170 0.1 -0.3 0.2 0.24
H -1.47523 -1.68273 1.67965 0.3 0.1 0.0 0.23
H -2.83224 -1.82058 -0.50220 0.1 0.0 -0.5 0.14
H -3.51386 -2.49911 0.94468 -0.2 0.0 0.2 0.15
H 2.93765 -3.08723 1.72350 -0.2 0.1 0.5 -0.11
H 2.55106 -2.89124 -0.24469 0.5 -0.1 0.0 -0.19
H 1.11506 -0.81522 -0.85089 -0.7 -0.2 -0.6 0.20
H -2.05613 0.14074 -0.19451 0.1 0.2 0.0 0.46
H -1.24601 0.81895 2.54510 0.2 0.0 0.0 0.48
C 0.76905 5.75663 0.21895 0.0 0.2 0.0 -0.84
S 1.79760 4.37293 0.74695 0.1 -0.2 -0.1 1.27
O 0.89909 3.34835 1.31604 0.0 0.5 0.2 -0.95
C 2.56883 5.24090 2.12627 0.0 0.2 0.1 -0.84
H 0.16290 5.41992 -0.61955 0.0 -0.1 0.0 0.24
H 0.11985 6.06751 1.03839 0.0 -0.1 0.0 0.22
H 1.40406 6.58510 -0.09897 0.0 0.0 0.0 0.22
H 1.80102 5.58643 2.81947 0.0 0.0 0.0 0.22
H 3.14839 6.08535 1.74947 0.0 0.0 0.0 0.22
H 3.23105 4.54165 2.63231 0.0 -0.1 -0.1 0.24
```
Positions in Å, forces in eV/Å.

***

What are the F_max values for these records? In order: 0.7 0.9 3.3 2.9 eV/Å.